Entry 1:
A 3-piece molecular cluster, C24H57BN11O6P2S overall in a non-equilibrium geometry. Source: the OMol25 dataset; level of theory: the ωB97M-V functional and the def2-TZVPD basis.

HOMO level: -9.50 eV
HOMO-LUMO gap: 4.898 eV
charge: +1

Geometry (Å):
C: 3.94068 -1.78575 -1.28439
C: 2.57760 -2.22626 -2.14331
O: 2.29039 -3.49845 -2.47972
O: 1.66356 -1.08185 -2.46972
C: 0.29339 -1.36086 -2.01297
C: 0.14045 -1.64510 -0.40474
N: -0.47310 -3.04566 -0.27483
C: -1.47425 -3.04155 0.86501
N: -2.77857 -3.53781 0.74661
C: -3.25070 -4.12420 -0.56801
C: -2.99795 -5.75287 -0.71583
O: -3.02093 -6.22624 -1.99297
N: -0.96018 -2.44404 2.19088
C: -1.09817 -0.92754 1.95045
N: -0.14395 -0.27450 2.95243
C: 0.84116 -1.24619 3.13295
S: 2.22249 -2.17292 3.49827
C: -0.79409 -0.50395 0.38172
B: -0.04088 0.99420 0.37864
O: 1.40832 1.16659 0.73018
N: -0.81524 2.25835 0.04477
C: -1.32253 2.27088 -1.38480
C: -2.05422 2.42854 0.90173
H: 4.67355 -1.23937 -2.03713
H: 4.43125 -2.69095 -0.72260
H: 3.55501 -0.94356 -0.53151
H: -0.09468 -2.31414 -2.61787
H: -0.37232 -0.40904 -2.28640
H: 1.15082 -1.67708 0.19172
H: 0.24333 -3.78210 -0.19393
H: -3.36511 -3.44090 1.61763
H: -2.73165 -3.63092 -1.51712
H: -4.41450 -3.94819 -0.76123
H: -2.76136 -6.47134 0.20713
H: -1.60070 -2.70808 2.97639
H: -2.23231 -0.67915 2.18402
H: -1.77147 -0.41256 -0.26031
H: 1.39803 1.85366 1.45983
H: -0.41489 2.65744 -2.05443
H: -1.72726 1.21696 -1.74080
H: -2.18806 3.07067 -1.47793
H: -1.87056 2.06805 2.00582
H: -2.92998 1.81494 0.38142
H: -2.35829 3.56950 0.82601
O: -6.23942 1.83097 -0.74319
P: -7.19269 2.20458 -1.90463
N: -5.92816 2.86937 -2.81398
C: -5.63339 4.26143 -3.05737
C: -4.83311 1.99073 -3.21327
N: -7.99328 3.42701 -0.99908
C: -8.08325 4.83806 -1.33744
C: -8.02182 3.28792 0.45866
N: -8.28861 2.63410 -3.23988
C: -9.64756 2.10774 -2.98036
C: -7.93026 2.16041 -4.58807
H: -6.50551 4.80061 -3.43483
H: -4.88063 4.39620 -3.84475
H: -5.25619 4.75063 -2.15565
H: -5.08366 1.47942 -4.14646
H: -4.62629 1.22042 -2.46209
H: -3.88888 2.52523 -3.36840
H: -7.16337 5.37541 -1.09135
H: -8.89976 5.32148 -0.78546
H: -8.33264 5.00534 -2.38830
H: -7.07832 3.61060 0.91133
H: -8.21040 2.24591 0.74629
H: -8.83314 3.87172 0.90696
H: -9.64615 1.01243 -2.96152
H: -10.35350 2.44870 -3.74674
H: -10.04885 2.45527 -2.02450
H: -7.71713 1.08613 -4.58853
H: -7.06656 2.69170 -4.99435
H: -8.73803 2.35360 -5.30428
O: 6.25756 -1.16138 1.00839
P: 7.60496 -1.53924 1.67094
N: 6.88611 -1.68905 3.19696
C: 6.97273 -0.78853 4.32190
C: 5.84432 -2.69670 3.36986
N: 8.27032 0.03285 1.46821
C: 8.74664 0.91514 2.52099
C: 7.76927 0.84798 0.35929
N: 9.15399 -1.97365 2.43265
C: 10.20965 -2.12066 1.40545
C: 9.19397 -3.21598 3.22349
H: 8.00933 -0.54917 4.57083
H: 6.57784 -1.23460 5.24377
H: 6.41331 0.13212 4.13710
H: 6.29386 -3.66320 3.61246
H: 5.24518 -2.83174 2.46255
H: 5.13540 -2.44832 4.16802
H: 7.92305 1.42079 3.03237
H: 9.40246 1.69443 2.11150
H: 9.36899 0.39827 3.25584
H: 6.81090 1.31664 0.60651
H: 7.63881 0.23823 -0.54362
H: 8.47562 1.63893 0.08457
H: 9.98638 -2.95466 0.73118
H: 11.18798 -2.29166 1.86976
H: 10.31884 -1.22047 0.79453
H: 8.78698 -4.06083 2.65772
H: 8.64450 -3.12301 4.16304
H: 10.21954 -3.46225 3.52401

Mulliken population analysis, charges in e, atoms 1 to 4: atom 1 (C): -0.57, atom 2 (C): 0.55, atom 3 (O): -0.57, atom 4 (O): -0.35

***

Entry 2:
C27H31BrClN6O6RuTe4 as an isolated structure in a non-equilibrium geometry. Source: the OMol25 dataset; level of theory: the ωB97M-V functional and the def2-TZVPD basis.

⟨S²⟩: 0.793
multiplicity: 2
HOMO level (alpha / beta): -6.76 / -6.93 eV
HOMO-LUMO gap (alpha / beta): 6.233 / 5.901 eV
charge: 0

Geometry (Å):
Ru: -1.63930 -3.19583 -0.39679
C: -0.33395 -4.30347 3.11729
C: -1.67138 -3.70534 2.85005
N: -2.22601 -3.37879 1.68693
C: -3.52064 -2.98513 1.97680
C: -3.73251 -3.05446 3.31607
N: -2.55992 -3.51436 3.84407
C: -4.86674 -2.77008 4.24055
O: -5.99961 -2.42408 3.69080
O: -4.67534 -2.87562 5.43210
C: -4.47379 -2.64611 0.88335
O: -5.65831 -2.39932 1.18529
O: -3.95017 -2.64107 -0.25802
H: 0.16665 -4.53156 2.18185
H: -0.44693 -5.22997 3.68140
H: 0.30144 -3.62923 3.68853
H: -2.43280 -3.65999 4.83508
H: -5.90840 -2.39686 2.66576
Te: -1.06342 -5.82000 0.04992
Te: -3.13949 -5.25491 -1.40825
Te: -1.93267 -5.18715 -3.83484
Te: -1.28862 -2.68699 -3.01104
O: 4.62181 -3.64813 0.53221
C: 3.31746 -3.44344 0.26372
C: 2.63907 -4.05941 -0.77736
C: 1.30425 -3.76702 -0.95010
N: 0.61138 -2.91947 -0.16022
C: 1.29970 -2.32988 0.81262
Br: 0.46444 -0.97234 1.83077
C: 2.63793 -2.54507 1.07413
H: 4.99019 -4.28578 -0.09028
H: 3.12715 -4.75908 -1.44300
H: 0.73906 -4.21975 -1.74888
H: 3.15252 -2.01936 1.86275
C: -1.40695 4.73617 0.20396
C: -0.47773 4.63731 -1.01505
C: -1.21440 5.17716 -2.24690
C: 0.72961 5.54715 -0.74610
C: -0.02253 3.14787 -1.22593
O: 0.48355 2.61027 -0.01171
C: 1.00403 3.04772 -2.36963
C: 1.86155 1.78207 -2.45903
C: 3.01860 1.75321 -1.49109
C: 3.00799 0.95823 -0.35335
C: 4.07279 0.95725 0.53452
C: 5.17095 1.75853 0.27150
Cl: 6.51790 1.75630 1.37842
C: 5.21599 2.55793 -0.85645
C: 4.13704 2.54728 -1.72922
C: -1.28148 2.29834 -1.55892
N: -1.45751 1.03586 -0.84388
C: -1.05295 -0.19523 -1.11595
N: -1.67638 -1.06430 -0.33057
C: -2.46366 -0.26758 0.44677
N: -2.36052 1.00444 0.17109
H: -1.61967 5.78729 0.40513
H: -0.95305 4.30172 1.09344
H: -2.36718 4.24100 0.05713
H: -1.49147 6.21866 -2.07314
H: -2.13731 4.63472 -2.45755
H: -0.59192 5.15435 -3.14317
H: 0.37519 6.51201 -0.38161
H: 1.32286 5.74226 -1.63902
H: 1.39960 5.15152 0.02280
H: 1.24747 3.12865 0.26442
H: 1.69575 3.89024 -2.33016
H: 0.45339 3.16208 -3.30650
H: 2.27872 1.75477 -3.46875
H: 1.26586 0.87544 -2.35673
H: 2.13712 0.35452 -0.13746
H: 4.04739 0.35254 1.43078
H: 6.08357 3.17366 -1.04867
H: 4.17411 3.17041 -2.61629
H: -1.33712 2.10180 -2.62863
H: -2.18207 2.83477 -1.28502
H: -0.34793 -0.43458 -1.89400
H: -3.11223 -0.63482 1.21723

Mulliken population analysis, charges in e, atoms 1 to 4: atom 1 (Ru): 0.17, atom 2 (C): -1.14, atom 3 (C): -0.15, atom 4 (N): 0.80

***

Entry 3:
A 2-piece molecular cluster, C6H6O2PS overall in a non-equilibrium geometry. Source: the OMol25 dataset; level of theory: the ωB97M-V functional and the def2-TZVPD basis.

HOMO level (alpha / beta): -4.71 / -3.16 eV
HOMO-LUMO gap (alpha / beta): 7.947 / 5.881 eV
charge: -1

Geometry (Å):
C: -1.12925 -1.39609 2.00670
C: 0.18035 -1.12413 1.64512
C: -2.17245 -0.88267 1.25536
C: 0.43456 -0.34115 0.52905
C: -1.91211 -0.10789 0.12640
C: -0.60826 0.15347 -0.22455
O: 1.92367 0.56571 -3.86085
O: 1.46091 2.68559 -2.53281
P: 1.85778 1.06673 -2.48076
S: 3.42393 0.85511 -1.26639
H: -1.33570 -2.01274 2.87429
H: 1.00302 -1.52750 2.22361
H: -3.19713 -1.09177 1.54293
H: 1.46399 -0.13594 0.25935
H: -2.74269 0.27323 -0.45708
H: 1.34939 3.02004 -1.64036

Mulliken population analysis, charges in e, atoms 1 to 4: atom 1 (C): -0.30, atom 2 (C): -0.72, atom 3 (C): -0.38, atom 4 (C): 0.33

***

Entry 4:
A 2-piece molecular cluster, C5H10N4 overall in a non-equilibrium geometry. Source: the OMol25 dataset; level of theory: the ωB97M-V functional and the def2-TZVPD basis.

HOMO level (alpha / beta): -6.91 / -6.91 eV
HOMO-LUMO gap (alpha / beta): 7.781 / 7.780 eV
charge: 0

Geometry (Å):
C: 2.31539 0.36260 -0.07654
C: 0.16592 0.07016 0.03457
C: -2.72749 -0.13096 -0.04890
C: 0.87868 2.42422 0.00094
C: 0.25022 -2.41393 0.09766
N: 2.14323 -0.92233 -0.05283
N: -1.81891 0.90550 -0.09345
N: 1.12520 1.01390 -0.02688
N: 0.80246 -1.09425 0.01516
H: 3.27316 0.83571 -0.13086
H: -2.71406 -0.84275 -0.90136
H: -3.67922 0.41789 -0.11135
H: -2.76307 -0.71422 0.89417
H: 0.49033 2.70715 0.97982
H: 1.80173 2.96583 -0.20632
H: 0.11084 2.66224 -0.73437
H: -0.03149 -2.64624 1.12727
H: -0.63292 -2.48082 -0.53356
H: 1.01001 -3.11970 -0.23317

Mulliken population analysis, charges in e, atoms 1 to 4: atom 1 (C): 0.01, atom 2 (C): -0.24, atom 3 (C): -0.68, atom 4 (C): -0.86

***

Entry 5:
An isolated ion of composition CH3N5O and charge +2 in a non-equilibrium geometry. Source: the OMol25 dataset; level of theory: the ωB97M-V functional and the def2-TZVPD basis.

HOMO level: -21.23 eV
HOMO-LUMO gap: 7.371 eV
charge: +2

Geometry (Å):
N: -0.13415 -0.25332 -1.99682
C: 0.30839 -0.30771 -0.80392
N: 1.26897 -0.38116 0.02489
N: 1.24956 -0.22420 1.23765
N: 0.19095 0.29871 1.73565
N: -0.85721 0.30833 0.93318
O: -1.96282 0.66985 1.09183
H: 0.70127 -0.15619 -2.75774
H: -1.06029 -0.43813 -2.18493
H: 0.29533 0.48384 2.72021

Mulliken population analysis, charges in e, atoms 1 to 4: atom 1 (N): -0.19, atom 2 (C): 0.74, atom 3 (N): 0.09, atom 4 (N): -0.09

***

Entry 6:
C37H44I2N6O3P2Ti as an isolated structure in a non-equilibrium geometry. Source: the OMol25 dataset; level of theory: the ωB97M-V functional and the def2-TZVPD basis.

⟨S²⟩: 2.033
multiplicity: 3
HOMO level (alpha / beta): -4.39 / -7.31 eV
HOMO-LUMO gap (alpha / beta): 3.455 / 6.336 eV
charge: 0

Geometry (Å):
Ti: 1.21191 0.12370 -0.22203
I: 1.68051 1.18835 -7.69095
C: 1.38873 1.18645 -5.59357
C: 2.11621 2.06011 -4.80417
C: 1.88927 2.05210 -3.44756
I: 2.98759 3.25291 -2.11461
C: 0.95172 1.20830 -2.83804
O: 0.72222 1.25011 -1.56214
C: 0.26389 0.30318 -3.67535
C: -0.64921 -0.64763 -2.96162
N: 0.09990 -1.33119 -1.89840
C: 1.17191 -2.18694 -2.40889
C: 2.54202 -1.55327 -2.30960
C: 3.59018 -2.00401 -3.08660
C: 4.88560 -1.54012 -2.85752
C: 5.06383 -0.59370 -1.84727
C: 3.96976 -0.15050 -1.14602
N: 2.71278 -0.62069 -1.34395
C: 0.48254 0.29846 -5.03751
H: 2.84941 2.72340 -5.23479
H: -1.09700 -1.36289 -3.67058
H: -1.45896 -0.08461 -2.47644
H: -0.58069 -1.91916 -1.41143
H: 0.98200 -2.49715 -3.45048
H: 1.21955 -3.09736 -1.79259
H: 3.40533 -2.73230 -3.86185
H: 5.72041 -1.91232 -3.42868
H: 6.04617 -0.21151 -1.60923
H: 4.07926 0.61129 -0.38067
H: -0.04674 -0.39884 -5.67059
C: -0.62612 1.39224 2.99154
P: -0.74479 1.15812 1.15848
C: -2.21487 0.09883 1.01871
N: -3.38477 0.72706 0.98289
C: -4.47440 0.01419 0.61984
C: -5.72828 0.63423 0.54686
C: -6.81472 -0.07001 0.07562
C: -6.67836 -1.39647 -0.33052
C: -5.46307 -2.04206 -0.24317
C: -4.34537 -1.35550 0.24940
N: -3.15904 -1.99364 0.39435
C: -2.11283 -1.28594 0.79985
P: -0.49712 -2.14153 0.95719
C: -0.33438 -2.19746 2.80794
C: -0.94440 -3.97208 0.65267
C: -1.47162 -4.17002 -0.77330
C: 0.37119 -4.74879 0.80631
C: -1.97797 -4.50928 1.63909
C: -1.31891 2.89593 0.65870
C: -2.32939 3.52157 1.62028
C: -0.05662 3.76106 0.61644
C: -1.94695 2.81718 -0.73299
H: -1.61642 1.62260 3.38093
H: 0.06553 2.20552 3.20876
H: -0.25628 0.48726 3.46502
H: -5.81486 1.66555 0.85347
H: -7.78002 0.41298 0.01054
H: -7.54379 -1.92712 -0.70034
H: -5.35574 -3.07502 -0.54129
H: -1.30282 -2.08603 3.29499
H: 0.35044 -1.41023 3.11692
H: 0.11930 -3.14377 3.09639
H: -1.79606 -5.20329 -0.90053
H: -2.33213 -3.52792 -0.95019
H: -0.70518 -3.98642 -1.52568
H: 1.18888 -4.24850 0.28203
H: 0.26705 -5.75772 0.40537
H: 0.65941 -4.83740 1.85222
H: -2.88835 -3.91943 1.58697
H: -1.60286 -4.50125 2.65907
H: -2.21554 -5.54136 1.38260
H: -1.87550 3.78129 2.57300
H: -3.16762 2.85075 1.78492
H: -2.70988 4.43900 1.17384
H: 0.38827 3.86009 1.60671
H: -0.29936 4.76071 0.25812
H: 0.68162 3.31786 -0.04962
H: -2.89651 2.28659 -0.68739
H: -1.28560 2.30439 -1.43010
H: -2.13398 3.82144 -1.11208
O: 1.88406 -0.82325 1.16986
N: 2.48046 -0.13235 2.12816
N: 2.57548 1.12515 1.77914
O: 2.12269 1.48226 0.57588
C: 3.11691 2.07784 2.61231
C: 3.25030 3.39624 2.16811
C: 3.75177 4.35090 3.02751
C: 4.12423 4.00873 4.31933
C: 4.01077 2.69269 4.74661
C: 3.51326 1.72209 3.90556
H: 2.96970 3.64664 1.15731
H: 3.85565 5.36918 2.68979
H: 4.51833 4.75843 4.98634
H: 4.31612 2.43038 5.74723
H: 3.42093 0.69267 4.20915

Mulliken population analysis, charges in e, atoms 1 to 4: atom 1 (Ti): -0.13, atom 2 (I): 0.04, atom 3 (C): -0.52, atom 4 (C): -0.49

***

Entry 7:
C4H8N4O8Zn2 as an isolated structure in a non-equilibrium geometry. Source: the OMol25 dataset; level of theory: the ωB97M-V functional and the def2-TZVPD basis.

⟨S²⟩: 0.758
multiplicity: 2
HOMO level (alpha / beta): -12.06 / -11.93 eV
HOMO-LUMO gap (alpha / beta): 6.957 / 5.004 eV
charge: +1

Geometry (Å):
Zn: 0.99752 -0.46966 0.60110
Zn: 2.75649 -2.37880 2.10308
C: 1.47310 -2.93589 0.00728
O: 0.52401 -2.26062 -0.19879
O: 1.53625 -3.57114 1.00062
O: 2.33544 -2.02771 0.18217
C: 2.49751 0.05890 2.52673
O: 3.57547 -0.56552 2.58534
O: 1.57032 -0.74772 2.62965
O: 2.31667 0.70656 1.52783
C: 0.18469 0.72668 -2.21034
O: 0.77920 0.44232 -1.16764
N: -0.54499 -0.20630 -2.88998
N: 0.10561 1.89296 -2.79147
H: -1.06470 0.10808 -3.69693
H: -0.33915 -1.15884 -2.62464
H: -0.59007 2.10708 -3.49167
H: 0.58909 2.67328 -2.37022
C: -1.87235 0.82029 1.04063
O: -0.83004 0.33174 1.07847
N: -2.30343 1.55192 2.01190
N: -2.70926 0.48159 0.07258
H: -3.17488 2.02154 1.81156
H: -1.68617 1.86749 2.74639
H: -2.44580 -0.22313 -0.60126
H: -3.68054 0.75488 0.11759

Mulliken population analysis, charges in e, atoms 1 to 4: atom 1 (Zn): 1.44, atom 2 (Zn): 0.65, atom 3 (C): 1.48, atom 4 (O): -0.38

***

Entry 8:
C13H24N5O9PPdS as an isolated structure. Source: the OMol25 dataset; level of theory: the ωB97M-V functional and the def2-TZVPD basis.

⟨S²⟩: 6.019
multiplicity: 5
HOMO level (alpha / beta): -9.42 / -9.48 eV
HOMO-LUMO gap (alpha / beta): 9.655 / 5.378 eV
charge: 0

Geometry (Å):
Pd: -1.81846 0.62798 -2.87083
O: 0.97216 1.53596 -1.16017
S: 0.53101 2.01089 -2.57450
O: 1.51645 2.92445 -3.03334
O: 0.35678 0.76777 -3.38156
O: -0.84372 2.56561 -2.40325
O: -5.28312 1.54747 -4.10577
N: -4.18874 1.28141 -3.70969
O: -3.15081 1.35152 -4.45042
O: -3.96308 0.90703 -2.50797
O: -1.13467 0.19119 -0.84414
P: 0.19558 0.30791 -0.13354
N: -0.58639 -0.97690 1.21845
C: 0.16101 -1.73060 2.20259
C: -0.86234 -2.66365 2.84596
C: -2.12926 -1.80878 2.83409
C: -2.00112 -1.02776 1.52610
N: 0.30952 1.30541 1.19288
C: -0.59621 2.48642 1.17997
C: 0.26552 3.62768 1.71476
C: 1.31206 2.92134 2.57101
C: 1.62043 1.67417 1.75226
N: 1.42111 -0.78217 -0.31973
C: 1.07453 -2.00542 -1.08880
C: 2.30551 -2.26193 -1.94961
C: 3.44132 -1.71802 -1.09322
C: 2.84642 -0.43695 -0.51878
H: 0.55586 -1.01864 2.94134
H: 1.01457 -2.20937 1.72492
H: -0.56307 -2.98545 3.84177
H: -0.99398 -3.55348 2.22700
H: -2.13038 -1.12255 3.68332
H: -3.04510 -2.39492 2.87706
H: -2.40139 -0.01149 1.55713
H: -2.49740 -1.51576 0.67997
H: -1.45308 2.29014 1.82988
H: -0.97003 2.68686 0.17503
H: -0.32497 4.35492 2.26989
H: 0.74845 4.14584 0.88483
H: 0.90075 2.64689 3.54474
H: 2.20412 3.52408 2.73521
H: 2.02639 0.85720 2.35299
H: 2.33654 1.91465 0.96103
H: 0.18576 -1.84383 -1.69817
H: 0.87779 -2.84264 -0.40868
H: 2.22549 -1.69361 -2.87784
H: 2.41438 -3.31680 -2.19791
H: 4.35092 -1.52065 -1.65812
H: 3.68469 -2.42125 -0.29269
H: 2.96123 0.39095 -1.21802
H: 3.30854 -0.16268 0.42870
O: -2.71668 -3.16319 -1.70691
C: -2.40660 -2.27710 -2.39950
N: -2.06430 -1.38014 -3.14969

Mulliken population analysis, charges in e, atoms 1 to 4: atom 1 (Pd): 0.25, atom 2 (O): -0.54, atom 3 (S): 1.61, atom 4 (O): -0.66